Entry 1:
A structure of composition C4HAgO2 in a non-equilibrium geometry. Source: the OMol25 dataset; level of theory: ωB97M-V/def2-TZVPD.

The geometry in ORCA input format:
```
! RIJCOSX wB97M-V def2-TZVPD def2/J DEFGRID3
* xyz 1 2
O -0.5480 1.5779 0.1308
Ag -2.1206 -2.7862 0.1449
C 1.8228 0.2933 0.2966
C 0.5729 0.5296 -0.2512
H -1.0110 1.7446 -0.7005
O -1.1896 -1.1654 -0.4086
C 2.9548 0.0591 0.7951
C -0.4813 -0.2528 -0.0070
*
```

The calculation puts the relative energy (zero: lowest compared OMol25 entry of this formula, charge and spin) at 57.95 kcal per mole. Its HOMO energy (spin up / spin down) is -0.5109 / -0.5195 Ha. Its calculated total energy is -12240.9963 eV.

Quick look at the Löwdin charges, all values in e: 0.083 0.940 -0.094 -0.090 0.123 -0.034 0.173 -0.101

Entry 2:
A structure of composition C4HBiLiO4 in a non-equilibrium geometry. Source: the OMol25 dataset; level of theory: ωB97M-V/def2-TZVPD.

The geometry in ORCA input format:
```
! RIJCOSX wB97M-V def2-TZVPD def2/J DEFGRID3
* xyz 2 2
C -1.7184 0.4385 -4.1095
Li -2.1411 1.0913 -0.9476
H 1.0575 -0.2258 -1.6349
C 0.7023 -0.0921 -0.6187
Bi 0.8774 -0.8279 4.5820
O 1.5901 -0.4879 0.3999
C 0.9126 -0.4191 1.5179
C -0.3999 0.4563 -0.0814
O -2.0011 0.6784 -3.0412
O 1.3769 -0.7383 2.6151
O -0.2563 0.1266 1.3184
*
```

The calculation puts the relative energy (zero: lowest compared OMol25 entry of this formula, charge and spin) at 14.10 kcal per mole. Its HOMO energy (spin up / spin down) is -0.6085 / -0.6087 Ha. Its calculated total energy is -18378.2287 eV.

Here are the Löwdin charges for atoms 1 to 8, given in e: 0.102 0.744 0.140 -0.073 1.863 0.177 -0.577 -0.103

Entry 3:
An isolated molecule of C4HFS in a non-equilibrium geometry. Source: the OMol25 dataset; level of theory: ωB97M-V/def2-TZVPD.

The geometry in ORCA input format:
```
! RIJCOSX wB97M-V def2-TZVPD def2/J DEFGRID3
* xyz 0 1
F 1.4066 -2.1169 0.0000
H -0.6258 -0.0782 0.0000
C 2.3814 1.6551 0.0000
C 1.4635 -0.7862 0.0000
C 1.1563 1.2849 0.0000
S 3.0417 0.0476 0.0000
C 0.4280 0.0988 0.0000
*
```

The calculation puts the relative energy (zero: lowest compared OMol25 entry of this formula, charge and spin) at 0.00 kcal per mole. Its HOMO energy is -0.3467 Ha. Its calculated total energy is -17711.9083 eV. As for the SMILES: FC1=CC2=S1#C2.

Quick look at the Löwdin charges, all values in e: 0.042 0.113 -0.348 -0.573 -0.146 0.994 -0.081

Entry 4:
A structure of composition C4HNO4 in a non-equilibrium geometry. Source: the OMol25 dataset; level of theory: ωB97M-V/def2-TZVPD.

The geometry in ORCA input format:
```
! RIJCOSX wB97M-V def2-TZVPD def2/J DEFGRID3
* xyz 0 1
C 0.0712 0.1482 0.3340
O -1.3896 0.0075 -2.9380
O 1.2013 1.0628 2.2260
O -1.2282 3.4434 -0.8534
C -1.1222 0.6299 -1.9784
H 0.2778 -0.7478 -0.2220
C 0.6710 0.8810 1.2251
N -0.6901 2.5105 -0.2849
O -0.0562 2.5666 0.7502
C -0.7790 1.1982 -0.8551
*
```

The calculation puts the relative energy (zero: lowest compared OMol25 entry of this formula, charge and spin) at 114.05 kcal per mole. Its HOMO energy is -0.3396 Ha. Its calculated total energy is -13837.1310 eV.

Here are the Löwdin charges for atoms 1 to 8, given in e: 0.081 0.226 0.191 0.119 -0.082 0.088 -0.368 -0.322